# 1
Below is C16H20IN2O3PtS as an isolated structure, with properties calculated with wB97M-V/def2-TZVPD.

Geometry as XYZ:
```
44
Properties=species:S:1:pos:R:3:forces:R:3
Pt 1.5274 1.6554 1.7668 0.04 -0.01 -0.02
I -3.3682 5.1016 0.4785 0.00 0.00 0.00
C -1.4550 4.4847 0.9046 0.01 0.00 0.01
C -0.3313 5.2728 1.0694 -0.02 -0.01 -0.01
N 0.6952 4.4591 1.3497 0.02 0.03 -0.01
N 0.2945 3.1740 1.3754 -0.03 -0.07 -0.02
C -1.0131 3.1791 1.1044 0.00 0.03 0.04
H -0.2006 6.3411 1.0092 0.00 0.00 0.00
H 1.6531 4.7049 1.5441 0.00 -0.01 -0.01
H -1.5711 2.2592 1.0877 0.00 0.00 -0.01
C -5.1518 -4.5661 -5.9491 0.12 -0.02 0.03
C -5.3198 -3.4703 -5.0336 -0.55 -0.08 -0.26
O -5.7094 -2.6262 -4.4200 0.18 0.07 0.12
S -2.5188 -3.7042 -4.1580 0.22 0.12 0.18
C -1.8402 -2.6883 -3.0790 0.04 -0.10 -0.08
C -2.5399 -1.5522 -2.4875 -0.01 0.04 0.02
C -1.9301 -0.7583 -1.5909 0.00 -0.02 -0.01
C -0.5635 -1.0202 -1.1901 0.04 0.02 0.03
C 0.1508 -2.1277 -1.7740 0.00 -0.03 -0.03
C -0.4523 -2.9208 -2.6765 0.02 0.01 0.03
C 0.0525 -0.2173 -0.2630 -0.06 0.04 -0.06
C 0.6133 0.5307 0.5400 0.02 -0.02 0.03
H -6.1251 -4.6899 -6.4405 0.02 -0.03 -0.01
H -4.8795 -5.4649 -5.3900 -0.03 -0.01 0.01
H -4.3751 -4.3180 -6.6765 -0.02 0.02 -0.01
H -3.5605 -1.3598 -2.7885 0.00 -0.02 0.00
H -2.4432 0.0857 -1.1521 0.00 0.00 0.01
H 1.1755 -2.2996 -1.4766 0.00 0.00 0.01
H 0.0680 -3.7542 -3.1301 0.00 -0.01 0.00
C 4.0514 2.9161 3.1980 0.02 -0.01 0.00
O 2.5918 2.9736 3.0568 0.02 -0.05 0.04
H 4.3348 2.0524 3.7925 0.00 -0.01 -0.01
H 4.3821 3.8382 3.6677 -0.01 0.00 0.01
H 4.4569 2.8447 2.1940 0.00 0.00 0.00
H 2.1962 3.0726 3.9341 -0.04 0.05 -0.01
C 3.5273 -1.8760 3.4795 -0.01 0.00 0.00
C 2.3510 -1.0379 3.0599 0.03 -0.02 0.01
O 2.8312 0.1488 2.3135 0.02 0.06 0.04
H 3.1640 -2.7430 4.0315 0.00 0.00 0.00
H 4.2016 -1.3217 4.1304 0.00 0.00 0.00
H 4.0832 -2.2503 2.6173 0.00 0.00 0.00
H 1.8084 -0.6239 3.9060 0.00 0.00 0.00
H 1.6581 -1.5749 2.4129 -0.01 0.00 0.00
H 3.4799 -0.1289 1.6518 -0.04 0.00 -0.04
```
Forces are in eV/Å.

Its net charge is +3. The calculation puts the HOMO-LUMO gap (alpha / beta) at 4.1 / 4.1 eV.



# 2
Below is C16H20N3O4RuS3 as an isolated structure at a distorted geometry, with properties calculated with wB97M-V/def2-TZVPD.

Geometry as XYZ:
```
47
Properties=species:S:1:pos:R:3:forces:R:3
Ru -0.6037 -0.0011 0.4659 0.24 3.27 -0.61
O 1.8500 0.3425 -3.4460 -0.06 0.05 0.01
C 1.2704 0.2867 -2.2677 0.09 -0.06 -0.01
O 0.0752 0.2987 -2.0684 -0.44 -0.14 -0.45
C 2.2058 0.1837 -1.1242 -0.01 0.13 0.20
C 3.5765 0.1303 -1.2600 0.07 0.04 0.02
C 4.3588 0.0218 -0.1118 0.07 0.01 -0.11
C 3.7340 -0.0242 1.1152 -0.08 0.05 0.14
C 2.3465 0.0386 1.1625 0.01 -0.16 -0.26
N 1.5894 0.1511 0.0749 0.13 -0.91 -0.53
C 1.5743 -0.0557 2.4374 -0.36 0.06 0.21
O 2.0851 -0.2387 3.5023 0.06 0.09 -0.03
O 0.2794 0.1400 2.2352 0.70 -0.68 0.63
H 1.1830 0.3992 -4.1519 0.04 -0.01 0.02
H 4.0210 0.1707 -2.2446 -0.02 -0.01 0.00
H 5.4363 -0.0342 -0.1884 -0.01 0.01 0.00
H 4.2743 -0.1158 2.0481 -0.01 -0.02 0.00
C -3.7850 1.0882 1.5788 -0.09 0.04 0.08
C -4.0130 0.3160 0.2951 -0.07 -0.06 0.09
S -2.6498 0.3035 -0.8779 0.44 -0.81 -0.42
C -2.5194 1.9789 -1.5054 -0.19 0.21 0.04
C -1.9390 2.9963 -0.5449 0.05 0.19 -0.09
S -0.3721 2.3801 0.1182 0.16 -0.55 0.31
C -0.3571 2.9174 1.8282 0.05 0.38 -0.02
C -1.5421 2.4502 2.6444 0.10 -0.04 0.25
S -2.1332 0.7663 2.2686 -0.30 -0.90 -0.33
H -4.5083 0.7495 2.3217 0.00 0.06 0.03
H -3.9239 2.1591 1.4573 -0.01 -0.01 -0.08
H -4.9018 0.6701 -0.2289 -0.01 -0.03 0.00
H -4.1647 -0.7443 0.5048 -0.04 0.01 -0.01
H -3.5094 2.2833 -1.8486 0.02 0.02 -0.02
H -1.8831 1.8719 -2.3836 -0.02 0.01 -0.01
H -2.6020 3.2644 0.2736 -0.06 -0.10 -0.04
H -1.7139 3.9063 -1.1023 0.01 0.05 0.09
H -0.2480 4.0014 1.8825 -0.06 0.00 -0.02
H 0.5586 2.4745 2.2099 0.03 0.08 0.05
H -2.4093 3.1034 2.5709 0.03 0.04 -0.06
H -1.2382 2.4298 3.6905 -0.10 -0.03 0.03
N 0.3927 -2.8717 -0.2988 0.12 0.10 -0.03
C 0.2141 -4.1642 0.0218 0.04 -0.02 -0.03
C -0.8959 -4.2382 0.8306 -0.03 0.01 0.00
C -1.3378 -2.9210 0.9443 0.05 -0.15 -0.19
N -0.5605 -2.0919 0.2414 -0.56 -0.32 1.13
H 1.0978 -2.4844 -0.9015 0.00 0.01 -0.01
H 0.8797 -4.9271 -0.3477 -0.03 0.02 -0.02
H -1.3233 -5.1205 1.2733 0.01 0.02 0.00
H -2.1750 -2.5369 1.5018 0.01 0.02 0.04
```
Forces are in eV/Å.

The spin multiplicity is 2. Its net charge is +2. The calculation puts the HOMO-LUMO gap (alpha / beta) at 8.0 / 7.6 eV.



| no. | calculated total energy (a.u.) |
| --- | --- |
| 1 | -1770.99040 |
| 2 | -2375.89482 |